{
  "formula": "C13H13N3OS",
  "method": "ωB97M-V with the def2-TZVPD basis set",
  "orbital_gap_ev": 8.20,
  "total_charge": 0,
  "lumo_energy_ev": -0.39,
  "e_above_lowest_kcal_mol": 66.0,
  "homo_energy_ev": -8.59,
  "fmax_ev_per_a": 1.912,
  "e_tot_ha": -1140.8360,
  "species": ["C", "C", "O", "C", "C", "C", "C", "C", "N", "S", "N", "C", "H", "H", "H", "H", "H", "H", "H", "H", "N", "C", "C", "C", "C", "C", "H", "H", "H", "H", "H"],
  "xyz": [[4.502, 0.512, -0.250], [4.217, 1.768, -1.131], [2.958, 1.756, -1.826], [1.946, 1.378, -0.945], [1.356, 0.161, -1.124], [0.314, -0.284, -0.190], [-0.066, 0.534, 0.839], [0.531, 1.830, 1.023], [0.311, 2.755, 1.970], [1.308, 4.008, 1.699], [2.098, 3.501, 0.352], [1.582, 2.300, 0.112], [5.587, 0.295, -0.257], [4.003, -0.403, -0.608], [4.144, 0.727, 0.771], [4.345, 2.658, -0.484], [5.028, 1.825, -1.880], [1.702, -0.435, -1.975], [-0.116, -1.276, -0.343], [-0.830, 0.186, 1.541], [-2.622, -1.509, 0.246], [-3.043, -2.277, 1.254], [-4.296, -2.868, 1.301], [-5.165, -2.647, 0.245], [-4.750, -1.852, -0.810], [-3.475, -1.311, -0.761], [-2.330, -2.418, 2.059], [-4.582, -3.483, 2.143], [-6.153, -3.090, 0.245], [-5.399, -1.656, -1.652], [-3.104, -0.685, -1.566]]
}

{
  "formula": "C13H13N4O2Pt",
  "method": "ωB97M-V with the def2-TZVPD basis set",
  "orbital_gap_ev": [7.97, 6.84],
  "total_charge": 3,
  "lumo_energy_ev": [-11.00, -13.10],
  "e_above_lowest_kcal_mol": 0.0,
  "multiplicity": 5,
  "homo_energy_ev": [-18.97, -19.94],
  "fmax_ev_per_a": 1.180,
  "e_tot_ha": -990.8236,
  "species": ["Pt", "O", "C", "C", "C", "C", "C", "C", "C", "O", "N", "N", "C", "C", "C", "C", "C", "C", "N", "H", "H", "H", "H", "H", "H", "H", "H", "H", "H", "N", "H", "H", "H"],
  "xyz": [[-0.212, 1.684, 0.971], [-0.164, -3.439, -1.514], [-1.424, -3.152, -1.540], [-2.367, -4.094, -2.079], [-3.690, -3.782, -2.167], [-4.122, -2.526, -1.718], [-3.199, -1.593, -1.156], [-1.869, -1.873, -1.040], [-1.003, -0.823, -0.435], [-1.499, 0.280, -0.171], [0.352, -1.103, -0.215], [0.947, -0.051, 0.254], [2.260, 0.068, 0.250], [2.781, 1.333, 0.643], [4.144, 1.579, 0.720], [4.580, 2.883, 0.959], [3.643, 3.885, 1.088], [2.274, 3.569, 1.011], [1.857, 2.329, 0.810], [0.041, -4.314, -1.888], [-2.000, -5.057, -2.422], [-4.397, -4.489, -2.581], [-5.167, -2.256, -1.795], [-3.565, -0.636, -0.813], [2.908, -0.716, -0.135], [4.849, 0.767, 0.587], [5.637, 3.103, 1.021], [3.940, 4.913, 1.249], [1.523, 4.340, 1.118], [-1.576, 2.216, 2.546], [-1.986, 3.130, 2.359], [-1.136, 2.255, 3.461], [-2.359, 1.570, 2.620]]
}

{
  "formula": "C13H13N4OReSSbSe4",
  "method": "ωB97M-V with the def2-TZVPD basis set",
  "orbital_gap_ev": [5.69, 5.63],
  "total_charge": 0,
  "lumo_energy_ev": [-1.57, -1.59],
  "e_above_lowest_kcal_mol": 0.0,
  "multiplicity": 2,
  "homo_energy_ev": [-7.26, -7.21],
  "fmax_ev_per_a": 0.366,
  "e_tot_ha": -11119.9893,
  "species": ["Re", "N", "C", "S", "N", "N", "C", "C", "C", "C", "C", "C", "C", "C", "C", "C", "C", "C", "N", "H", "H", "H", "H", "H", "H", "H", "H", "H", "H", "H", "O", "H", "H", "Se", "Sb", "Se", "Se", "Se"],
  "xyz": [[-1.537, 1.045, 1.308], [0.377, -1.828, 3.954], [-0.114, -1.152, 2.904], [-1.682, -0.395, 3.125], [0.580, -1.117, 1.801], [-0.008, -0.343, 0.850], [0.452, -0.410, -0.365], [1.556, -1.291, -0.796], [2.732, -0.732, -1.288], [3.764, -1.552, -1.719], [3.623, -2.930, -1.663], [2.454, -3.490, -1.168], [1.423, -2.675, -0.730], [-0.254, 0.450, -1.295], [0.003, 0.507, -2.664], [-0.734, 1.358, -3.457], [-1.728, 2.144, -2.876], [-1.954, 2.039, -1.525], [-1.239, 1.203, -0.742], [-0.033, -1.702, 4.862], [1.323, -2.168, 3.893], [2.843, 0.345, -1.319], [4.679, -1.111, -2.091], [4.428, -3.569, -2.001], [2.345, -4.565, -1.118], [0.516, -3.105, -0.328], [0.778, -0.119, -3.080], [-0.539, 1.418, -4.519], [-2.314, 2.839, -3.459], [-2.696, 2.634, -1.009], [-3.302, -0.254, 0.504], [-4.082, -0.005, 1.024], [-3.571, -0.168, -0.419], [-1.609, 3.262, 5.565], [-1.593, 4.037, 3.341], [-3.302, 2.530, 2.014], [-1.676, 6.246, 2.523], [0.092, 2.625, 1.962]]
}